# 1
{"formula": "C5H9AuO3", "method": "ωB97M-V/def2-TZVPD", "elements": ["H", "O", "O", "C", "O", "C", "C", "H", "H", "H", "H", "H", "Au", "C", "C", "H", "H", "H"], "positions_angstrom": [[1.469, -0.340, 1.453], [0.891, -3.051, 2.253], [2.721, -2.472, 1.238], [1.788, -1.977, 1.995], [2.081, -1.266, 3.036], [-0.312, -2.834, 3.006], [-1.041, -4.144, 3.170], [-0.030, -2.402, 3.975], [-0.921, -2.106, 2.455], [-0.481, -4.834, 3.815], [-2.012, -3.954, 3.647], [-1.218, -4.621, 2.197], [1.941, -4.167, 1.280], [1.895, 0.690, 2.331], [1.266, 1.659, 2.995], [2.834, 0.904, 1.811], [1.298, 2.684, 2.623], [1.066, 1.568, 4.065]], "atomic_forces_ev_per_a": [[-0.14, 3.35, 1.41], [-2.46, 5.48, 1.65], [0.03, 4.61, -0.84], [3.88, 0.28, 6.36], [-1.53, 0.22, -2.09], [-2.44, 0.40, 1.50], [0.26, -0.31, -0.04], [0.18, -0.18, -0.34], [0.27, -0.22, -0.03], [-0.15, 0.16, -0.11], [0.24, -0.04, -0.16], [-0.14, 0.12, 0.19], [2.35, -10.81, -4.65], [0.03, -2.22, -4.83], [-0.11, -0.27, 2.19], [0.29, -0.39, 0.26], [0.29, -0.05, -0.26], [-0.86, -0.13, -0.19]], "nbo_charge": [0.205, -0.569, -0.555, 0.910, -0.521, -0.086, -0.659, 0.242, 0.222, 0.242, 0.291, 0.227, 1.400, 0.058, -0.310, 0.277, 0.323, 0.303], "e_homo_ev": [-17.306, -19.731], "relative_energy_ev": 4.930, "spin_multiplicity": 3, "fmax_ev_per_a": 12.00, "homo_lumo_gap_ev": [6.501, 8.016], "charge": 2}

***

# 2
{"formula": "C3H9N2O", "method": "ωB97M-V/def2-TZVPD", "elements": ["C", "C", "C", "N", "N", "O", "H", "H", "H", "H", "H", "H", "H", "H", "H"], "positions_angstrom": [[-0.766, 1.797, 0.559], [0.742, -1.892, 0.285], [-0.769, 0.852, -0.628], [0.955, -0.528, 0.795], [0.531, 0.360, -1.020], [0.603, -0.574, -1.929], [-0.540, 2.799, 0.162], [-1.758, 1.874, 1.047], [-0.087, 1.282, 1.227], [-0.250, -2.387, 0.581], [0.722, -2.036, -0.795], [1.471, -2.625, 0.576], [-1.439, 0.017, -0.268], [-1.414, 1.374, -1.307], [1.999, -0.313, 0.714]], "atomic_forces_ev_per_a": [[0.03, 0.22, -0.29], [-1.12, -0.46, 1.42], [-2.81, -1.97, 1.77], [0.73, -1.02, -1.78], [2.07, 0.05, -0.80], [-1.23, 1.69, 1.12], [0.58, -0.10, 0.76], [0.32, -0.22, -0.41], [0.49, 0.81, 0.57], [0.94, 1.06, 0.14], [0.09, 0.75, -0.68], [0.81, -0.34, 0.63], [0.55, 0.07, -0.59], [0.34, -0.03, -1.81], [-1.78, -0.52, -0.07]], "nbo_charge": [-0.633, -0.456, -0.279, -0.774, -0.018, -0.598, 0.174, 0.178, 0.269, 0.141, 0.211, 0.153, 0.147, 0.171, 0.315], "e_homo_ev": [-2.255, -2.256], "relative_energy_ev": 4.324, "fmax_ev_per_a": 3.86, "homo_lumo_gap_ev": [6.859, 6.860], "charge": -1}

***

# 3
{"formula": "C5H37NO15", "method": "ωB97M-V/def2-TZVPD", "elements": ["O", "C", "C", "C", "C", "N", "C", "O", "H", "H", "H", "H", "H", "H", "H", "H", "H", "H", "H", "H", "H", "O", "H", "H", "O", "H", "H", "O", "H", "H", "O", "H", "H", "O", "H", "H", "O", "H", "H", "O", "H", "H", "O", "H", "H", "O", "H", "H", "O", "H", "H", "O", "H", "H", "O", "H", "H", "O"], "positions_angstrom": [[-2.581, 0.710, 1.949], [-2.604, 0.560, 0.741], [-1.332, 0.777, -0.081], [-1.132, 2.197, -0.700], [-1.346, 3.374, 0.220], [-1.405, -0.174, -1.197], [-0.967, -1.476, -0.977], [-1.735, -1.991, 0.159], [-3.573, 0.089, -0.022], [-0.429, 0.650, 0.690], [-0.092, 2.120, -1.009], [-1.855, 2.350, -1.597], [-1.520, 3.114, 1.207], [-2.187, 4.098, -0.032], [-0.472, 3.901, 0.341], [-2.298, -0.050, -1.725], [-0.920, -2.042, -1.944], [0.027, -1.590, -0.499], [-2.206, -2.754, -0.137], [-0.222, -0.855, 3.272], [-1.066, 0.404, 2.814], [-0.382, 0.036, 3.521], [2.134, 1.313, 3.027], [0.927, 0.579, 2.570], [1.924, 0.813, 2.235], [2.230, 1.169, -3.256], [1.752, 0.864, -1.906], [1.804, 1.652, -2.499], [-3.796, 1.651, -1.459], [-4.486, 2.308, -0.175], [-4.326, 2.399, -1.135], [0.129, -3.079, 2.106], [-0.281, -2.028, 1.159], [0.204, -2.141, 1.900], [3.283, -2.497, 1.676], [2.000, -2.139, 0.892], [2.627, -2.785, 1.043], [2.765, -0.789, 2.933], [4.301, -0.692, 2.972], [3.593, -1.251, 2.842], [0.152, 2.093, -3.283], [-0.596, 3.396, -3.714], [-0.527, 2.450, -3.903], [1.334, -4.367, 1.568], [0.170, -5.267, 1.292], [0.568, -4.785, 1.952], [-4.879, 0.202, -2.014], [-3.636, -0.198, -3.095], [-4.206, -0.380, -2.406], [2.863, -0.495, -0.413], [2.917, -1.722, -1.374], [2.332, -0.949, -1.114], [3.843, -3.892, -0.014], [2.551, -4.057, -0.773], [3.391, -4.167, -0.791], [2.991, 4.029, -0.069], [2.070, 4.619, -1.415], [2.175, 4.697, -0.354]], "atomic_forces_ev_per_a": [[-1.22, -0.30, -1.59], [-0.51, -0.62, -0.40], [0.37, 0.07, 0.42], [-1.79, -0.35, -0.91], [-1.96, 0.71, -0.98], [0.86, 1.46, -0.81], [0.55, -0.33, 0.88], [-0.36, -0.66, -0.83], [2.24, 1.33, 2.65], [-1.74, -0.28, -1.90], [-0.18, 0.41, -0.52], [1.65, -0.63, 1.23], [-0.76, -1.03, 2.10], [1.07, -1.08, -0.11], [2.10, 1.62, -0.27], [1.34, -0.56, 0.84], [-0.72, 0.01, 1.06], [0.05, 1.07, -1.26], [-0.79, -0.82, -0.01], [0.06, -1.69, -0.67], [1.39, -1.18, 2.17], [-1.57, 3.01, -1.55], [0.53, 0.47, 0.04], [2.32, 0.21, -0.82], [-3.00, -0.55, 1.04], [-0.46, 1.06, 0.58], [-0.15, 0.68, -0.04], [0.71, -1.89, -0.56], [-0.21, 0.50, 0.63], [0.35, -0.20, -0.79], [-0.33, -0.07, 0.16], [-0.04, -0.38, 0.18], [-3.02, 0.52, -3.31], [2.70, 0.23, 4.04], [-0.11, 0.81, 0.66], [-1.87, 2.30, 0.12], [1.67, -3.16, 0.06], [-0.42, 0.88, -0.19], [1.99, 2.04, 0.50], [-0.97, -2.81, -0.02], [-0.43, 0.46, -0.45], [0.11, -0.34, 0.01], [0.23, -0.08, 0.25], [0.97, 0.33, -0.30], [-1.43, -1.85, -2.35], [0.80, 1.25, 2.62], [0.69, 0.31, -1.38], [0.86, 1.72, -2.49], [-1.85, -1.99, 3.42], [-0.60, -0.56, -0.66], [-0.95, 1.13, 0.48], [1.57, -0.42, 0.22], [-0.48, 0.41, 0.74], [-8.26, 1.40, 1.04], [9.10, -2.49, -2.96], [-3.32, 2.57, -1.57], [0.71, -0.07, 3.88], [2.55, -2.58, -2.32]], "nbo_charge": [-0.575, 0.468, -0.172, -0.402, -0.645, -0.668, 0.068, -0.779, 0.117, 0.230, 0.228, 0.220, 0.210, 0.217, 0.234, 0.392, 0.193, 0.179, 0.483, 0.501, 0.499, -0.979, 0.467, 0.501, -1.015, 0.480, 0.501, -0.967, 0.466, 0.483, -0.943, 0.499, 0.472, -0.995, 0.510, 0.493, -1.025, 0.510, 0.474, -0.974, 0.498, 0.464, -0.979, 0.500, 0.468, -0.947, 0.518, 0.497, -0.987, 0.492, 0.507, -0.989, 0.491, 0.451, -0.941, 0.482, 0.484, -0.963], "e_homo_ev": -9.457, "relative_energy_ev": 8.176, "fmax_ev_per_a": 9.89, "homo_lumo_gap_ev": 9.488}